1.
Formula: C3H8O3
Source: the OMol25 dataset
Level of theory: the ωB97M-V functional and the def2-TZVPD basis

The geometry in XYZ format:
```
14
Properties=species:S:1:pos:R:3:forces:R:3
C 0.35545 1.26208 -0.54706 1.604 -1.492 2.295
C 0.08837 -0.25331 -0.76050 -0.189 -0.134 -1.510
C -1.29288 -0.62643 -0.20382 1.145 0.735 2.965
O -1.35656 -1.56360 0.57399 -1.041 0.525 -1.576
O -2.24760 0.39772 -0.17741 2.691 -0.610 -1.837
H -0.29368 1.87506 -1.09429 -0.847 0.775 -0.883
H 0.13824 1.39357 0.53205 0.097 0.492 -0.475
H 1.42614 1.56073 -0.66753 -0.906 -0.482 -0.262
H 0.77136 -0.96663 -0.20640 -0.586 1.129 -0.846
H 0.13741 -0.46288 -1.86991 -0.011 -0.077 1.127
H -3.03142 -0.00921 0.10615 -1.951 -0.860 0.988
O 3.53313 0.31280 0.81401 -0.457 -0.002 0.492
H 2.87869 -0.06684 1.42419 0.304 -0.016 -0.342
H 3.63591 1.20680 1.15928 0.146 0.016 -0.136
```
Positions in Å, forces in eV/Å.

lowest unoccupied orbital energy	0.023	Ha
molar mass	92.094	g/mol
calculated total energy	-9382.991	eV
SMILES	CCC(=O)O.O
energy relative to the best compared isomer or geometry (same formula, charge and spin)	0.811	eV

2.
Formula: C3H8O3
Source: the OMol25 dataset
Level of theory: the ωB97M-V functional and the def2-TZVPD basis

The geometry in XYZ format:
```
14
Properties=species:S:1:pos:R:3:forces:R:3
C 1.71812 2.05912 -0.28106 0.066 -0.029 -0.342
C 0.67563 0.98224 -0.21019 0.220 0.099 -0.257
O -0.13278 0.77480 -1.09268 -0.162 0.025 -0.101
O 0.71718 0.27440 0.90783 -0.127 0.008 0.155
H 1.60079 2.72036 0.56797 0.149 0.072 0.245
H 1.59790 2.62910 -1.19563 -0.140 0.000 -0.067
H 2.72330 1.63406 -0.29075 -0.095 -0.050 0.254
H -0.08970 -0.31578 0.89086 0.185 -0.011 0.139
C -1.42923 -2.42089 0.17779 -0.076 -0.087 0.051
O -1.52701 -1.02743 0.45738 -0.109 -0.211 0.023
H -0.68708 -2.60953 -0.59892 0.019 -0.088 0.007
H -1.13711 -2.93082 1.09221 0.121 0.049 0.047
H -2.39123 -2.83664 -0.12376 -0.046 0.089 -0.130
H -1.46115 -0.54242 -0.38068 -0.006 0.134 -0.024
```
Positions in Å, forces in eV/Å.

lowest unoccupied orbital energy	0.032	Ha
molar mass	92.094	g/mol
calculated total energy	-9383.568	eV
SMILES	CC(=O)O.CO
energy relative to the best compared isomer or geometry (same formula, charge and spin)	0.234	eV

3.
Formula: C3H8O3
Source: the OMol25 dataset
Level of theory: the ωB97M-V functional and the def2-TZVPD basis

The geometry in XYZ format:
```
14
Properties=species:S:1:pos:R:3:forces:R:3
O -2.17292 0.04912 -0.56043 0.295 -0.138 0.188
C -1.04183 0.47918 -0.94200 -0.125 0.087 -0.104
C 0.45923 -0.69114 -0.16772 0.115 -0.151 0.125
O -0.03293 -1.31172 0.82857 -0.256 0.118 -0.267
C 1.44070 0.42740 0.16868 0.076 -0.038 -0.259
O 0.98509 1.16910 1.26454 -0.027 -0.101 0.235
H -2.06885 -0.82041 0.48869 -0.117 0.245 -0.255
H -0.72616 0.23103 -1.96246 -0.037 -0.028 0.146
H -0.67094 1.41104 -0.49812 -0.047 -0.155 -0.028
H 0.65188 -1.27776 -1.07752 -0.062 0.099 0.114
H -1.41457 -1.24699 0.89175 0.353 -0.079 0.041
H 2.41726 -0.04473 0.37315 -0.164 0.046 -0.029
H 1.57602 1.10634 -0.67995 -0.041 -0.094 0.092
H 0.59804 0.51953 1.87282 0.036 0.190 0.000
```
Positions in Å, forces in eV/Å.

lowest unoccupied orbital energy	-0.026	Ha
molar mass	92.094	g/mol
calculated total energy	-9378.332	eV
energy relative to the best compared isomer or geometry (same formula, charge and spin)	5.470	eV

- Which value of calculated total energy does entry 1 give?
  -9382.991 eV

- Which value of molar mass does entry 2 give?
  92.094 g/mol

- Number 2 is which compound?
  C3H8O3

- Which value of lowest unoccupied orbital energy does entry 1 give?
  0.023 Ha